Entry from OMol25: a 2-piece molecular cluster, C6H8N overall (ωB97M-V/def2-TZVPD).

Geometry as XYZ:
```
15
Properties=species:S:1:pos:R:3:forces:R:3
C -1.5504 2.4582 -0.7124 2.52 0.35 -0.73
C -0.3414 2.3716 -1.0650 -4.31 -0.25 1.29
C 0.8001 1.7979 -0.8370 3.27 -1.28 -0.50
C 1.6419 -0.4866 0.6648 -0.52 0.72 -0.76
C -0.9984 -0.7576 0.6681 -0.78 -0.18 0.05
C 1.3334 -1.5584 -0.2902 1.14 -1.09 3.71
N 0.3511 -1.3415 0.8085 0.15 1.53 -0.16
H -2.5117 2.6785 -0.3608 -0.94 0.45 -0.12
H -0.9149 -0.0977 -0.2056 -0.68 -0.20 0.39
H -1.7201 -1.5978 0.5985 0.50 0.49 -0.63
H -1.3487 -0.2376 1.5930 0.94 0.01 -0.73
H 1.9216 -2.4686 -0.1475 -0.05 0.15 -0.16
H 1.1090 -1.3275 -1.2585 -1.23 0.56 -2.33
H 1.7493 2.2199 -1.2095 -0.38 0.08 0.44
H 0.4792 -1.6528 1.7536 0.36 -1.34 0.24
```
Positions in Å, forces in eV/Å.

Computed properties:
HOMO level (alpha / beta) ... -12.67 / -12.66 eV
Energy above the lowest of the compared OMol25 structures with the same formula, charge and spin ... 267.6 kcal/mol
Total charge ... +1